1.
{"formula": "C3H7OPS2", "method": "the ωB97M-V functional and the def2-TZVPD basis", "e_above_lowest_kcal_mol": 74.3, "orbital_gap_ha": [0.2903, 0.2281], "e_lumo_ev": [-1.61, -2.19], "charge": 0, "e_homo_ev": [-9.50, -8.40], "molar_mass_g_mol": 154.2, "elements": ["C", "C", "C", "O", "P", "S", "S", "H", "H", "H", "H", "H", "H", "H"], "coordinates": [[1.208, 0.171, -0.361], [1.501, 0.593, -1.776], [-2.151, -0.620, 1.018], [-1.960, -2.845, -0.553], [-1.358, -1.533, -0.469], [0.783, -1.594, -0.170], [0.012, 1.405, -2.420], [2.087, 0.162, 0.277], [0.372, 0.631, 0.196], [2.283, 1.249, -1.883], [1.672, -0.273, -2.382], [-2.767, -1.528, 1.471], [-1.564, -0.258, 1.875], [-2.862, 0.092, 0.598]]}


2.
{"formula": "C5H8FNS", "method": "the ωB97M-V functional and the def2-TZVPD basis", "e_above_lowest_kcal_mol": 32.5, "orbital_gap_ha": 0.3437, "e_lumo_ev": 0.74, "charge": 0, "e_homo_ev": -8.61, "molar_mass_g_mol": 133.2, "elements": ["C", "C", "N", "S", "C", "C", "C", "F", "H", "H", "H", "H", "H", "H", "H", "H"], "coordinates": [[-1.578, 1.479, 1.021], [-0.392, 0.791, 0.304], [0.379, 1.528, -0.339], [2.011, 1.019, -0.845], [1.757, -0.713, -1.010], [0.295, -1.184, -0.859], [-0.188, -0.746, 0.523], [-1.582, -1.138, 0.840], [-1.591, 2.601, 0.923], [-1.520, 1.539, 2.068], [-2.551, 1.085, 0.736], [2.413, -1.007, -0.211], [2.261, -0.923, -1.929], [-0.401, -0.882, -1.638], [0.160, -2.337, -0.969], [0.528, -1.113, 1.385]]}


3.
{"formula": "C20H60O10S6", "method": "the ωB97M-V functional and the def2-TZVPD basis", "e_above_lowest_kcal_mol": 16.6, "orbital_gap_ha": 0.3005, "e_lumo_ev": 0.14, "charge": 0, "e_homo_ev": -8.04, "molar_mass_g_mol": 653.1, "elements": ["C", "C", "O", "H", "H", "H", "H", "H", "H", "C", "C", "O", "H", "H", "H", "H", "H", "H", "C", "C", "O", "H", "H", "H", "H", "H", "H", "C", "C", "O", "H", "H", "H", "H", "H", "H", "C", "S", "O", "C", "H", "H", "H", "H", "H", "H", "C", "S", "O", "C", "H", "H", "H", "H", "H", "H", "C", "S", "O", "C", "H", "H", "H", "H", "H", "H", "C", "S", "O", "C", "H", "H", "H", "H", "H", "H", "C", "S", "O", "C", "H", "H", "H", "H", "H", "H", "C", "S", "O", "C", "H", "H", "H", "H", "H", "H"], "coordinates": [[3.984, 1.642, 1.940], [3.262, 0.498, 2.546], [3.280, -0.617, 1.620], [4.328, 2.369, 2.742], [3.411, 2.149, 1.107], [4.961, 1.330, 1.455], [2.258, 0.703, 3.068], [3.810, 0.259, 3.622], [3.375, -1.469, 2.221], [2.263, 4.419, -3.196], [2.579, 2.981, -2.947], [1.482, 2.205, -3.147], [1.617, 4.749, -2.293], [1.654, 4.523, -4.247], [3.143, 4.978, -3.198], [2.983, 3.013, -1.952], [3.328, 2.386, -3.618], [1.757, 1.315, -3.091], [-0.149, -0.072, -0.519], [-0.201, 0.545, 0.756], [-1.476, 1.180, 1.029], [0.902, -0.232, -0.735], [-0.144, 0.747, -1.240], [-0.748, -1.024, -0.551], [0.603, 1.300, 0.993], [-0.118, -0.282, 1.570], [-2.179, 0.678, 1.287], [-0.185, -5.495, -0.061], [0.205, -4.472, -0.996], [-0.936, -4.084, -1.580], [0.596, -5.774, 0.784], [-0.707, -6.366, -0.361], [-1.126, -5.056, 0.523], [0.846, -5.102, -1.726], [0.716, -3.444, -0.581], [-0.602, -3.569, -2.231], [0.147, -1.537, 4.460], [0.874, -2.564, 5.778], [2.361, -2.809, 5.388], [0.658, -1.443, 7.276], [-0.891, -1.153, 4.559], [0.142, -2.172, 3.626], [0.850, -0.819, 4.313], [-0.439, -0.990, 6.851], [1.369, -0.663, 7.426], [0.697, -1.846, 8.304], [-2.591, -3.101, 1.401], [-3.973, -1.909, 1.704], [-3.409, -0.450, 1.620], [-4.785, -2.025, 0.152], [-2.751, -4.127, 1.487], [-2.003, -2.665, 2.152], [-2.130, -2.571, 0.376], [-5.596, -1.308, 0.063], [-5.155, -2.951, 0.461], [-4.133, -2.117, -0.595], [-1.670, -0.738, -3.829], [-0.053, -1.482, -4.088], [-0.204, -3.025, -3.851], [-0.037, -1.290, -5.903], [-2.521, -1.247, -4.113], [-1.555, 0.369, -3.861], [-1.765, -0.810, -2.794], [-0.814, -2.069, -6.359], [1.041, -1.281, -6.394], [-0.144, -0.251, -6.241], [0.928, 3.953, 0.513], [-0.652, 4.649, 0.793], [-0.452, 6.090, 1.333], [-1.031, 4.854, -0.913], [0.963, 3.100, -0.287], [1.372, 3.655, 1.442], [1.534, 4.644, 0.024], [-0.495, 5.431, -1.642], [-2.019, 5.103, -1.133], [-1.042, 3.925, -1.491], [-3.405, 2.549, 3.199], [-4.430, 3.755, 2.422], [-3.869, 4.086, 1.051], [-5.704, 2.687, 1.940], [-2.325, 2.945, 3.223], [-3.505, 1.817, 2.693], [-3.893, 2.571, 4.270], [-6.301, 3.147, 1.384], [-6.258, 2.187, 2.821], [-5.317, 1.860, 1.598], [3.755, -1.973, -4.498], [3.877, -0.889, -3.031], [2.547, -0.213, -3.301], [3.523, -2.098, -1.885], [2.811, -2.586, -4.503], [4.712, -2.644, -4.323], [3.857, -1.505, -5.405], [2.782, -2.842, -2.125], [3.156, -1.602, -1.043], [4.553, -2.492, -1.490]]}


4.
{"formula": "C34H30Cl2N2O2S", "method": "the ωB97M-V functional and the def2-TZVPD basis", "orbital_gap_ha": 0.1498, "e_lumo_ev": -2.13, "charge": 0, "e_homo_ev": -6.21, "molar_mass_g_mol": 601.6, "elements": ["Cl", "C", "C", "C", "C", "S", "C", "Cl", "O", "O", "C", "C", "H", "H", "H", "H", "H", "C", "N", "C", "C", "C", "C", "C", "C", "C", "C", "C", "C", "C", "C", "C", "C", "C", "N", "C", "C", "C", "C", "C", "C", "C", "C", "C", "C", "C", "H", "H", "H", "H", "H", "H", "H", "H", "H", "H", "H", "H", "H", "H", "H", "H", "H", "H", "H", "H", "H", "H", "H", "H", "H"], "coordinates": [[8.910, -4.432, -2.290], [7.588, -3.429, -1.838], [7.496, -2.976, -0.515], [6.439, -2.144, -0.146], [5.495, -1.727, -1.085], [4.255, -0.524, -0.489], [2.733, -1.344, -0.250], [2.089, -1.409, 1.284], [4.799, -0.084, 0.775], [4.044, 0.443, -1.554], [5.563, -2.204, -2.402], [6.612, -3.063, -2.779], [8.233, -3.260, 0.233], [6.399, -1.827, 0.890], [2.582, -2.226, -0.879], [4.818, -1.922, -3.142], [6.683, -3.439, -3.800], [-1.276, 6.253, -1.512], [-0.341, 5.495, -0.684], [-0.070, 6.036, 0.611], [-1.134, 6.178, 1.523], [-0.921, 6.746, 2.778], [0.358, 7.193, 3.133], [1.421, 7.059, 2.228], [1.221, 6.451, 0.984], [-0.209, 4.121, -0.909], [1.028, 3.493, -0.643], [1.140, 2.122, -0.723], [0.004, 1.301, -0.980], [0.166, -0.108, -1.071], [-0.830, -1.065, -0.778], [-0.629, -2.424, -1.164], [-1.648, -3.348, -1.075], [-2.888, -2.980, -0.515], [-3.892, -3.969, -0.354], [-5.027, -3.974, -1.276], [-4.126, -4.494, 0.949], [-5.029, -3.861, 1.816], [-5.173, -4.316, 3.128], [-4.459, -5.437, 3.563], [-3.589, -6.097, 2.682], [-3.403, -5.619, 1.384], [-3.068, -1.672, -0.027], [-2.048, -0.741, -0.105], [-1.228, 1.949, -1.269], [-1.305, 3.329, -1.327], [-1.164, 5.955, -2.561], [-2.322, 6.096, -1.215], [-1.045, 7.320, -1.415], [-2.126, 5.827, 1.228], [-1.760, 6.849, 3.469], [0.516, 7.664, 4.106], [2.413, 7.434, 2.486], [2.042, 6.315, 0.273], [1.896, 4.116, -0.424], [2.096, 1.619, -0.583], [1.129, -0.488, -1.426], [0.353, -2.708, -1.536], [-1.531, -4.377, -1.421], [-5.522, -4.949, -1.210], [-5.771, -3.202, -1.027], [-4.668, -3.839, -2.302], [-5.586, -2.993, 1.455], [-5.850, -3.793, 3.805], [-4.596, -5.806, 4.582], [-3.045, -6.984, 3.007], [-2.717, -6.094, 0.676], [-4.023, -1.409, 0.428], [-2.166, 0.241, 0.354], [-2.109, 1.341, -1.474], [-2.226, 3.812, -1.650]]}